The following is a DFT calculation (ωB97M-V with the def2-TZVPD basis set) of an isolated molecule of C20H25N3O5.

Output
E_HOMO (eV): -8.5
ΔE to the lowest compared entry with this formula, charge and spin (kJ/mol): 336.97
Total charge: 0
Orbital gap (eV): 9.28

Last column: Löwdin charge in e.
Atoms and positions in Å:
1 C -1.9823 1.5001 -1.7916  -0.067
2 O -2.5139 0.3193 -1.2403  -0.079
3 C -3.7642 0.3402 -0.7105  -0.224
4 C -4.5614 1.4730 -0.5986  -0.015
5 C -5.8332 1.3762 -0.0584  -0.084
6 C -6.3224 0.1594 0.3765  -0.095
7 C -5.5237 -0.9689 0.2817  -0.041
8 C -4.2528 -0.8974 -0.2585  -0.141
9 C -3.3542 -2.1020 -0.3289  -0.102
10 N -2.1952 -1.9046 0.5130  0.097
11 C -0.9314 -1.9484 0.0909  -0.416
12 O -0.5299 -2.3335 -0.9945  0.067
13 C 0.0387 -1.4597 1.1697  -0.409
14 O -0.3499 -0.9920 2.2284  0.060
15 N 1.3144 -1.5859 0.7902  0.099
16 C 2.4285 -1.1667 1.5920  -0.096
17 C 3.2501 0.0159 1.0012  -0.214
18 C 4.1342 -0.4442 -0.1180  -0.241
19 C 3.9304 -1.2096 -1.2320  -0.031
20 C 5.1829 -1.3042 -1.8868  -0.054
21 C 6.0547 -0.5931 -1.1244  -0.117
22 O 5.4313 -0.0737 -0.0559  0.060
23 N 2.5033 1.2079 0.6348  -0.107
24 C 1.7531 1.1996 -0.6074  -0.144
25 C 1.4030 2.6532 -0.9334  -0.192
26 O 0.6003 3.2166 0.0779  -0.139
27 C 1.2818 3.1857 1.3114  -0.187
28 C 1.6874 1.7618 1.7015  -0.147
29 H -1.7503 2.2391 -1.0180  0.097
30 H -1.0609 1.1947 -2.2856  0.090
31 H -2.6579 1.9378 -2.5330  0.099
32 H -4.1969 2.4347 -0.9228  0.105
33 H -6.4410 2.2650 0.0215  0.104
34 H -7.3146 0.0876 0.7944  0.099
35 H -5.8948 -1.9226 0.6282  0.111
36 H -2.9750 -2.2503 -1.3445  0.133
37 H -3.8965 -2.9979 -0.0085  0.127
38 H -2.3332 -1.5052 1.4348  0.149
39 H 1.4636 -1.9850 -0.1283  0.124
40 H 2.0117 -0.8673 2.5572  0.121
41 H 3.1118 -2.0084 1.7451  0.134
42 H 3.9287 0.3343 1.8063  0.156
43 H 3.0144 -1.6530 -1.5664  0.108
44 H 5.3938 -1.8301 -2.7949  0.101
45 H 7.1022 -0.3922 -1.2294  0.119
46 H 2.3729 0.7893 -1.4044  0.120
47 H 0.8199 0.6201 -0.5363  0.116
48 H 0.8302 2.7227 -1.8594  0.114
49 H 2.3340 3.2310 -1.0342  0.129
50 H 0.5982 3.6061 2.0508  0.126
51 H 2.1846 3.8120 1.2469  0.126
52 H 2.2766 1.7977 2.6203  0.133
53 H 0.7775 1.1692 1.8841  0.116



The following is a DFT calculation (ωB97M-V with the def2-TZVPD basis set) of a cluster of 5 separate species, C20H25N5 in total at a distorted geometry.

Output
E_HOMO (eV): -8.0
ΔE to the lowest compared entry with this formula, charge and spin (kJ/mol): 241.70
Total charge: 0
Orbital gap (eV): 8.55

Last column: Löwdin charge in e.
Atoms and positions in Å:
1 C -4.4927 -4.0115 -1.3707  -0.113
2 C -3.1993 -3.8589 -1.9126  -0.122
3 C -2.6131 -5.0972 -1.9789  -0.132
4 N -3.5226 -6.0195 -1.5205  0.005
5 C -4.6729 -5.3560 -1.1822  -0.151
6 H -5.1354 -3.2133 -1.0446  0.091
7 H -2.7322 -2.9112 -2.1332  0.076
8 H -1.6498 -5.4641 -2.2963  0.105
9 H -3.4194 -7.0125 -1.5611  0.139
10 H -5.5262 -5.8617 -0.7543  0.104
11 C 4.5687 3.6169 -1.0460  -0.121
12 C 5.8258 3.2993 -0.5396  -0.133
13 C 5.6847 2.5413 0.5978  -0.126
14 N 4.3308 2.3893 0.7725  -0.004
15 C 3.6350 3.0759 -0.1936  -0.128
16 H 4.3743 4.0972 -1.9906  0.092
17 H 6.7448 3.6011 -1.0231  0.093
18 H 6.4154 2.1289 1.2679  0.102
19 H 3.9232 1.7488 1.4285  0.140
20 H 2.5600 3.0587 -0.1550  0.084
21 C -0.5599 -0.1755 0.4342  -0.122
22 C -1.6163 -0.7392 -0.3061  -0.096
23 C -1.6642 0.0143 -1.4698  -0.146
24 N -0.6375 0.9206 -1.4755  0.023
25 C -0.0374 0.8974 -0.2405  -0.132
26 H -0.0968 -0.4928 1.3601  0.075
27 H -2.2251 -1.5954 -0.0795  0.079
28 H -2.2842 -0.0369 -2.3530  0.102
29 H -0.7340 1.7498 -2.0488  0.085
30 H 0.6988 1.6357 0.0235  0.085
31 C -0.6100 3.8055 -3.2794  -0.119
32 C -0.5145 4.3887 -1.9913  -0.119
33 C -1.7579 4.3433 -1.3976  -0.119
34 N -2.6108 3.7443 -2.2948  0.018
35 C -1.9049 3.3827 -3.4065  -0.166
36 H 0.0927 3.9026 -4.0892  0.099
37 H 0.3608 4.8727 -1.5873  0.092
38 H -2.1211 4.6884 -0.4463  0.107
39 H -3.5670 3.4918 -2.1342  0.146
40 H -2.4260 2.9174 -4.2285  0.112
41 C 0.3825 -2.4674 4.0903  -0.133
42 C 1.0379 -3.4158 4.8819  -0.111
43 C 2.0469 -2.7348 5.5338  -0.144
44 N 1.9855 -1.4206 5.1730  -0.003
45 C 0.9396 -1.2284 4.2848  -0.131
46 H -0.4556 -2.6499 3.4326  0.092
47 H 0.9844 -4.4899 4.8452  0.091
48 H 2.8654 -3.0796 6.1438  0.104
49 H 2.6312 -0.6982 5.4243  0.137
50 H 0.6983 -0.2823 3.8365  0.095



The following is a DFT calculation (ωB97M-V with the def2-TZVPD basis set) of a cluster of 5 separate species, C20H25N5 in total at a distorted geometry.

Output
E_HOMO (eV): -7.9
ΔE to the lowest compared entry with this formula, charge and spin (kJ/mol): 754.48
Total charge: 0
Orbital gap (eV): 8.61

Last column: Löwdin charge in e.
Atoms and positions in Å:
1 C 3.3404 -1.8920 0.8628  -0.061
2 C 2.5054 -1.0790 1.8238  -0.067
3 C 1.3774 -1.8030 2.0988  -0.108
4 N 1.5284 -3.0220 1.3978  -0.006
5 C 2.6124 -3.0410 0.5718  -0.134
6 H 4.2484 -1.5490 0.3858  0.060
7 H 2.8084 -0.0760 2.1668  0.103
8 H 0.6374 -1.6140 2.6608  0.042
9 H 0.8164 -3.7360 1.3018  0.152
10 H 2.9794 -3.8240 0.0738  0.070
11 C -1.9436 3.8720 2.2948  -0.070
12 C -2.5766 3.3420 0.9318  -0.075
13 C -3.7186 2.7110 1.2508  -0.140
14 N -3.7586 2.8270 2.6538  -0.052
15 C -2.7696 3.4400 3.2608  -0.212
16 H -1.0686 4.5500 2.3378  0.084
17 H -2.0606 3.3250 -0.0942  0.097
18 H -4.2716 2.0390 0.7508  0.066
19 H -4.5516 2.1590 3.0268  0.198
20 H -2.6996 3.6010 4.2988  0.102
21 C -4.5046 -3.0640 0.3918  -0.100
22 C -4.4266 -2.1540 1.5728  -0.155
23 C -3.4976 -1.2570 1.3518  -0.172
24 N -2.7656 -1.6150 0.1228  -0.007
25 C -3.4856 -2.6530 -0.4772  -0.161
26 H -5.0956 -3.9520 0.2298  0.072
27 H -5.1506 -2.2800 2.3978  0.098
28 H -2.9726 -0.5400 2.0778  0.121
29 H -1.7236 -1.2190 -0.2252  0.159
30 H -3.0156 -2.9940 -1.4272  0.105
31 C -0.7306 -0.4300 -2.6762  -0.089
32 C -0.7336 0.6380 -1.6752  -0.113
33 C 0.0874 0.2520 -0.6712  -0.150
34 N 0.1354 -1.1040 -0.8282  -0.041
35 C -0.3226 -1.5730 -2.0412  -0.146
36 H -1.2286 -0.4900 -3.7572  0.140
37 H -0.9036 1.6000 -1.9572  0.053
38 H 0.5034 0.8900 0.1108  0.132
39 H 0.7444 -1.5180 -0.0942  0.103
40 H -0.2686 -2.5160 -2.4822  0.093
41 C 3.7624 2.3380 -2.8282  -0.118
42 C 3.5044 1.0170 -2.3612  -0.125
43 C 4.7404 0.5330 -1.8822  -0.125
44 N 5.8074 1.3630 -2.4442  0.009
45 C 5.1654 2.5770 -2.6032  -0.159
46 H 3.0844 3.0950 -3.2322  0.086
47 H 2.4994 0.5770 -1.9922  0.107
48 H 4.8654 -0.4990 -1.3782  0.097
49 H 6.7944 1.2300 -2.3312  0.125
50 H 5.6954 3.5200 -2.9442  0.115



The following is a DFT calculation (ωB97M-V with the def2-TZVPD basis set) of a cluster of 5 separate species, C20H25N5 in total at a distorted geometry.

Output
E_HOMO (eV): -8.0
ΔE to the lowest compared entry with this formula, charge and spin (kJ/mol): 804.68
Total charge: 0
Orbital gap (eV): 8.47

Last column: Löwdin charge in e.
Atoms and positions in Å:
1 C 0.2643 3.8069 -1.0973  -0.088
2 C 1.3500 4.6063 -0.3674  -0.095
3 C 0.7219 5.2211 0.6799  -0.164
4 N -0.5785 4.7996 0.6945  0.002
5 C -0.8543 3.7499 -0.2570  -0.089
6 H 0.3698 3.0926 -1.9013  0.069
7 H 2.5166 4.7921 -0.6906  0.138
8 H 1.0982 5.8979 1.3408  0.079
9 H -1.0884 5.1719 1.3464  0.057
10 H -1.7930 3.1880 -0.1326  0.096
11 C 0.0292 -2.5103 3.7773  -0.064
12 C 1.0314 -1.3209 3.6936  -0.056
13 C 0.8337 -0.7904 2.3825  -0.157
14 N -0.1574 -1.4603 1.8305  -0.001
15 C -0.6615 -2.5615 2.5506  -0.077
16 H -0.0760 -3.1958 4.5271  0.035
17 H 1.6774 -0.8260 4.6065  0.123
18 H 1.3462 -0.1986 1.8919  0.016
19 H -0.3531 -1.2761 0.8366  0.091
20 H -1.2373 -3.1771 2.1097  0.025
21 C 4.2982 0.3353 -1.4208  -0.102
22 C 5.1589 -0.3274 -2.5712  -0.055
23 C 5.4024 -1.5989 -2.0986  -0.162
24 N 4.9535 -1.6702 -0.7957  -0.031
25 C 4.2924 -0.5226 -0.4150  -0.203
26 H 3.9186 1.3852 -1.3314  0.096
27 H 5.2587 0.1024 -3.6166  0.096
28 H 5.7437 -2.5216 -2.4823  0.091
29 H 5.0356 -2.4693 -0.1124  0.170
30 H 4.1449 -0.4579 0.6590  0.114
31 C -4.3604 -1.9708 0.5145  -0.091
32 C -5.0117 -2.0608 -0.7552  -0.101
33 C -5.2639 -0.7760 -1.1511  -0.132
34 N -4.8762 0.1130 -0.1541  0.042
35 C -4.3358 -0.6167 0.8447  -0.140
36 H -3.9104 -2.6582 1.0592  0.043
37 H -5.1067 -3.0083 -1.3181  0.110
38 H -5.5479 -0.4009 -2.2006  0.137
39 H -5.0891 0.9895 0.1147  0.102
40 H -3.9018 -0.1981 1.6365  0.078
41 C 0.3965 -0.0772 -1.2023  -0.056
42 C 0.3891 -1.3767 -1.8785  -0.098
43 C -0.7975 -1.9383 -1.7048  -0.061
44 N -1.6120 -1.0097 -0.9106  0.016
45 C -0.9535 0.1759 -0.6279  -0.087
46 H 1.3737 0.4517 -1.0905  0.077
47 H 1.1278 -1.8826 -2.3268  0.060
48 H -1.2980 -2.7449 -1.9064  0.052
49 H -2.4764 -1.1740 -0.5709  0.027
50 H -1.3920 0.8986 -0.0085  0.071